This record from the Open Molecules 2025 dataset describes a molecular structure, C20H28AuCl4NO2Si3 at a distorted geometry. The level of theory is ωB97M-V/def2-TZVPD.

Structure (ORCA input):
```
! RIJCOSX wB97M-V def2-TZVPD def2/J DEFGRID3
* xyz -2 1
Au 5.7516 -4.5675 16.0391
C 3.6650 -2.4171 17.4653
Si 5.2806 -2.5992 18.4212
C 6.3943 -1.1759 17.7478
C 4.9795 -2.1026 20.2256
C 5.9818 -4.3128 18.1342
Si 7.7940 -4.3859 18.6899
C 8.5256 -6.0711 18.9679
C 8.2070 -3.4756 20.2915
C 8.8222 -3.4632 17.4439
Si 4.9240 -5.8074 18.7251
C 3.0664 -5.9310 18.1817
C 4.8171 -5.8858 20.6377
C 5.5847 -7.5641 18.3259
C 5.5991 -8.0386 17.0080
C 5.8830 -9.3565 16.7996
C 6.4059 -10.1382 17.7948
C 6.5981 -9.5603 19.0612
N 6.1768 -8.2843 19.3066
H 3.1171 -1.4933 17.6459
H 2.9776 -3.2236 17.7323
H 3.9738 -2.3616 16.3955
H 5.9948 -0.2516 18.1596
H 6.4764 -1.2109 16.6306
H 7.2977 -1.4123 18.2036
H 4.5044 -1.0776 20.4495
H 5.8623 -2.1421 20.9168
H 4.2164 -2.7803 20.5998
H 8.1657 -6.6252 19.7979
H 9.6016 -5.9749 19.0860
H 8.3797 -6.7443 18.1047
H 7.6627 -3.8101 21.1554
H 7.9626 -2.3724 20.1955
H 9.3600 -3.4225 20.4858
H 9.9052 -3.6414 17.3523
H 8.6877 -2.3905 17.5342
H 8.4770 -3.7755 16.4823
H 2.8286 -4.9576 18.6677
H 2.8063 -6.7593 18.8562
H 2.7685 -5.9673 17.1597
H 4.5883 -4.8941 21.0362
H 5.6986 -6.2134 21.1892
H 4.0338 -6.5123 21.0500
H 5.2383 -7.4606 16.1439
H 5.6741 -9.7824 15.8047
H 6.6347 -11.1855 17.7779
H 7.1757 -9.9916 19.8487
Cl 6.5677 -3.3361 8.7598
C 6.1580 -3.9850 10.3191
C 5.9484 -5.3041 10.4632
Cl 6.1169 -6.4401 9.1722
C 5.6859 -5.7697 11.8035
Cl 5.5353 -7.5442 12.0716
C 5.6957 -4.9807 12.9238
O 5.4779 -5.4474 14.1417
C 6.0396 -3.5662 12.7255
O 5.9942 -2.7820 13.7099
C 6.3196 -3.1512 11.4427
Cl 6.5451 -1.4766 11.2482
*
```

E_tot: -3829.19638 a.u.
HOMO level: -0.83 eV
F_max: 3.17 eV/Å
Frontier orbital gap: 5.338 eV
Molar mass: 737.486 g/mol

***

This record from the Open Molecules 2025 dataset describes 11 unconnected molecules or ions with the total composition C12H32BF2N12O24 at a distorted geometry. The level of theory is ωB97M-V/def2-TZVPD.

Structure (ORCA input):
```
! RIJCOSX wB97M-V def2-TZVPD def2/J DEFGRID3
* xyz -1 1
O -2.5364 -0.7165 -0.0841
N -2.3069 -1.8802 0.0424
O -1.5686 -2.3240 -1.0031
B -0.8515 -3.6125 -0.6971
N 0.6361 -3.3598 -0.2200
C 0.7836 -3.5413 1.1462
O 0.5315 -2.8226 2.0156
F 1.2590 -4.7685 1.4701
C 1.1648 -2.1423 -0.6505
O 1.9496 -2.0554 -1.4818
F 0.7678 -0.9831 -0.0850
H -1.4512 -4.2706 0.1011
H -0.7805 -4.2183 -1.7424
C 3.2606 1.0553 -0.1084
N 4.0621 2.3081 -0.0540
O 4.9443 2.3861 0.7773
O 3.7763 3.1829 -0.8532
H 3.6236 0.3762 0.6545
H 2.2231 1.3222 0.0735
H 3.3858 0.6262 -1.0998
C 1.6123 -7.3276 4.0726
N 0.1598 -7.3538 3.7502
O -0.2223 -8.1850 2.9543
O -0.5408 -6.5345 4.3125
H 2.1088 -8.1056 3.5033
H 1.9910 -6.3463 3.7977
H 1.7132 -7.5041 5.1402
C -2.5997 -4.7131 5.3139
N -2.9252 -3.5990 6.2478
O -2.4895 -3.6696 7.3836
O -3.6058 -2.6942 5.8121
H -1.9932 -5.4393 5.8384
H -3.5392 -5.1531 4.9907
H -2.0561 -4.2900 4.4736
C 4.3511 5.6961 1.2443
N 3.9405 6.7791 2.1785
O 4.3420 6.7234 3.3230
O 3.2226 7.6535 1.7271
H 4.9824 4.9940 1.7770
H 3.4458 5.2096 0.8914
H 4.8941 6.1588 0.4249
C 2.3803 5.2105 -2.8292
N 2.4936 5.2673 -4.3120
O 2.3738 4.2224 -4.9208
O 2.7015 6.3561 -4.8110
H 2.1990 4.1838 -2.5336
H 3.3184 5.5706 -2.4165
H 1.5519 5.8502 -2.5370
C 5.2652 2.5081 -5.6862
N 5.8789 1.6237 -4.6568
O 5.1451 0.8721 -4.0504
O 7.0812 1.7216 -4.4977
H 4.1982 2.3177 -5.7209
H 5.4644 3.5352 -5.3936
H 5.7320 2.2741 -6.6390
C 0.1508 6.8268 2.7709
N -0.0423 5.7335 1.7785
O 0.8898 5.4690 1.0433
O -1.1219 5.1798 1.7720
H 1.1554 7.2231 2.6601
H -0.5934 7.5916 2.5641
H 0.0096 6.4000 3.7602
C -4.3742 6.2770 0.2851
N -4.4193 7.7551 0.4573
O -4.7353 8.4259 -0.5053
O -4.1339 8.1887 1.5564
H -4.6489 6.0373 -0.7362
H -3.3589 5.9521 0.4997
H -5.0799 5.8432 0.9880
C -5.1805 -3.5372 -2.3602
N -4.6129 -4.4216 -1.3078
O -5.3951 -5.0971 -0.6527
O -3.4127 -4.4072 -1.1766
H -6.2591 -3.6533 -2.3651
H -4.9016 -2.5144 -2.1158
H -4.7552 -3.8420 -3.3082
C -4.4908 -8.2315 -2.7966
N -4.2210 -6.9954 -3.5775
O -3.2301 -6.9726 -4.2742
O -5.0229 -6.0883 -3.4539
H -3.7024 -8.9479 -2.9992
H -4.5050 -7.9545 -1.7450
H -5.4567 -8.6145 -3.1148
*
```

E_tot: -3162.96651 a.u.
HOMO level: -6.09 eV
F_max: 4.68 eV/Å
Frontier orbital gap: 7.509 eV
Molar mass: 777.256 g/mol

***

This record from the Open Molecules 2025 dataset describes a molecular structure, C43H39AsN2O4P2SV at a distorted geometry. The level of theory is ωB97M-V/def2-TZVPD.

Structure (ORCA input):
```
! RIJCOSX wB97M-V def2-TZVPD def2/J DEFGRID3
* xyz 2 2
V -1.1283 -1.8221 0.4628
N 1.4148 -2.3839 2.0784
P 1.2060 -2.2646 0.3866
C 2.8982 -1.8035 -0.1105
C 3.2881 -0.5002 -0.4005
C 4.6185 -0.2257 -0.6745
C 5.5586 -1.2445 -0.6670
C 5.1727 -2.5488 -0.3836
C 3.8467 -2.8323 -0.1056
C 1.1154 -3.9482 -0.2870
C 1.0889 -5.0931 0.4982
C 0.9931 -6.3343 -0.1113
C 0.9155 -6.4268 -1.4928
C 0.9629 -5.2807 -2.2787
C 1.0621 -4.0386 -1.6789
C 0.3454 -2.2721 2.9214
C 0.4447 -2.5229 4.2917
C -0.6899 -2.4497 5.0664
C -1.9163 -2.1189 4.4696
C -1.9379 -1.8279 3.1385
N -0.8190 -1.8680 2.3599
H 2.3001 -2.6758 2.4674
H 2.5560 0.2970 -0.4124
H 4.9236 0.7883 -0.8984
H 6.5949 -1.0267 -0.8884
H 5.9003 -3.3487 -0.3886
H 3.5541 -3.8515 0.1030
H 1.1260 -5.0233 1.5787
H 0.9663 -7.2319 0.4914
H 0.8127 -7.3955 -1.9627
H 0.9280 -5.3592 -3.3569
H 1.0979 -3.1336 -2.2794
H 1.4049 -2.7854 4.7141
H -0.6336 -2.6542 6.1269
H -2.8266 -2.0975 5.0499
H -2.8643 -1.5727 2.6388
C -0.9735 2.0359 0.1456
C -1.1580 2.3898 1.6178
As -0.2654 4.1326 2.0187
C -0.8837 5.0272 0.3885
C -0.1209 5.1677 -0.7674
C -0.6717 5.7656 -1.8933
C -1.9799 6.2262 -1.8731
C -2.7441 6.0887 -0.7223
C -2.1931 5.5019 0.4068
C 1.5722 3.6669 1.5641
C 2.0709 2.3692 1.6510
C 3.4160 2.1167 1.4129
C 4.2716 3.1540 1.0734
C 3.7866 4.4524 1.0002
C 2.4512 4.7090 1.2690
P -1.4535 0.3354 -0.4146
C -0.6661 0.2053 -2.0475
C 0.6578 0.6374 -2.1696
C 1.3355 0.4888 -3.3681
C 0.7061 -0.1136 -4.4492
C -0.5909 -0.5901 -4.3195
C -1.2746 -0.4418 -3.1236
C -3.2602 0.4698 -0.4114
C -3.8012 0.5424 0.8773
C -5.1698 0.5536 1.0651
C -6.0135 0.4872 -0.0371
C -5.4809 0.4497 -1.3159
C -4.1068 0.4444 -1.5118
H 0.0646 2.1933 -0.1425
H -1.5886 2.6861 -0.4805
H -0.7527 1.6273 2.2873
H -2.2096 2.5308 1.8620
H 0.8996 4.8095 -0.8024
H -0.0734 5.8746 -2.7889
H -2.4002 6.7067 -2.7466
H -3.7616 6.4562 -0.6965
H -2.7789 5.4268 1.3175
H 1.4158 1.5469 1.9271
H 3.8031 1.1102 1.5166
H 5.3209 2.9572 0.8960
H 4.4538 5.2678 0.7544
H 2.0863 5.7297 1.2616
H 1.1723 1.0939 -1.3326
H 2.3531 0.8451 -3.4582
H 1.2300 -0.2208 -5.3896
H -1.0741 -1.0835 -5.1523
H -2.2750 -0.8427 -3.0268
H -3.1376 0.6000 1.7349
H -5.5818 0.6068 2.0644
H -7.0855 0.4708 0.1045
H -6.1416 0.4186 -2.1719
H -3.7118 0.4399 -2.5185
O -1.7020 -4.0560 0.7467
S -2.5195 -3.4629 -0.2990
O -3.2859 -2.3619 0.2946
O -1.3568 -2.5025 -0.9980
O -3.1037 -4.2626 -1.2953
*
```

E_tot: -6332.59297 a.u.
HOMO level (alpha / beta): -12.64 / -12.64 eV
F_max: 3.84 eV/Å
Frontier orbital gap (alpha / beta): 4.575 / 5.003 eV
Molar mass: 867.676 g/mol

***

F_max of number 2 (C12H32BF2N12O24)? 4.68 eV/Å

***

Which formula does entry 1 have? C20H28AuCl4NO2Si3

***

Among the records above, which one has the highest F_max? C12H32BF2N12O24

***

Please write out number 1 again, unchanged.
This record from the Open Molecules 2025 dataset describes a molecular structure, C20H28AuCl4NO2Si3 at a distorted geometry. The level of theory is ωB97M-V/def2-TZVPD.

Structure (ORCA input):
```
! RIJCOSX wB97M-V def2-TZVPD def2/J DEFGRID3
* xyz -2 1
Au 5.7516 -4.5675 16.0391
C 3.6650 -2.4171 17.4653
Si 5.2806 -2.5992 18.4212
C 6.3943 -1.1759 17.7478
C 4.9795 -2.1026 20.2256
C 5.9818 -4.3128 18.1342
Si 7.7940 -4.3859 18.6899
C 8.5256 -6.0711 18.9679
C 8.2070 -3.4756 20.2915
C 8.8222 -3.4632 17.4439
Si 4.9240 -5.8074 18.7251
C 3.0664 -5.9310 18.1817
C 4.8171 -5.8858 20.6377
C 5.5847 -7.5641 18.3259
C 5.5991 -8.0386 17.0080
C 5.8830 -9.3565 16.7996
C 6.4059 -10.1382 17.7948
C 6.5981 -9.5603 19.0612
N 6.1768 -8.2843 19.3066
H 3.1171 -1.4933 17.6459
H 2.9776 -3.2236 17.7323
H 3.9738 -2.3616 16.3955
H 5.9948 -0.2516 18.1596
H 6.4764 -1.2109 16.6306
H 7.2977 -1.4123 18.2036
H 4.5044 -1.0776 20.4495
H 5.8623 -2.1421 20.9168
H 4.2164 -2.7803 20.5998
H 8.1657 -6.6252 19.7979
H 9.6016 -5.9749 19.0860
H 8.3797 -6.7443 18.1047
H 7.6627 -3.8101 21.1554
H 7.9626 -2.3724 20.1955
H 9.3600 -3.4225 20.4858
H 9.9052 -3.6414 17.3523
H 8.6877 -2.3905 17.5342
H 8.4770 -3.7755 16.4823
H 2.8286 -4.9576 18.6677
H 2.8063 -6.7593 18.8562
H 2.7685 -5.9673 17.1597
H 4.5883 -4.8941 21.0362
H 5.6986 -6.2134 21.1892
H 4.0338 -6.5123 21.0500
H 5.2383 -7.4606 16.1439
H 5.6741 -9.7824 15.8047
H 6.6347 -11.1855 17.7779
H 7.1757 -9.9916 19.8487
Cl 6.5677 -3.3361 8.7598
C 6.1580 -3.9850 10.3191
C 5.9484 -5.3041 10.4632
Cl 6.1169 -6.4401 9.1722
C 5.6859 -5.7697 11.8035
Cl 5.5353 -7.5442 12.0716
C 5.6957 -4.9807 12.9238
O 5.4779 -5.4474 14.1417
C 6.0396 -3.5662 12.7255
O 5.9942 -2.7820 13.7099
C 6.3196 -3.1512 11.4427
Cl 6.5451 -1.4766 11.2482
*
```

E_tot: -3829.19638 a.u.
HOMO level: -0.83 eV
F_max: 3.17 eV/Å
Frontier orbital gap: 5.338 eV
Molar mass: 737.486 g/mol